(1)
A cluster of 2 separate species, C3H4O2S in total in a non-equilibrium geometry, computed with ωB97M-V/def2-TZVPD.

```
! RIJCOSX wB97M-V def2-TZVPD def2/J DEFGRID3
* xyz 0 1
C 1.8401 -2.8812 0.0091
C 1.1973 -1.8872 0.2016
C -0.9423 1.0463 0.1422
O -2.3825 -1.0021 1.1574
O -2.0872 -0.9559 -1.3047
S -1.5549 -0.7353 0.0135
H 2.5934 -3.6206 -0.0698
H -1.3955 1.6343 -0.6453
H -1.2065 1.4155 1.1263
H 0.1350 1.0208 0.0210
*
```

Properties
electronic energy = -665.12891 Eh
HOMO-LUMO gap (spin up / spin down) = 0.2596 / 0.3067 Eh
LUMO (spin up / spin down) = -2.94 / -2.45 eV

Just the Löwdin charges please, in e? Sure, here they are: number 1, C, carries -0.094; number 2, C, carries -0.037; number 3, C, carries -0.118; number 4, O, carries -0.333; number 5, O, carries -0.334; number 6, S, carries 0.762; number 7, H, carries -0.001; number 8, H, carries 0.056; number 9, H, carries 0.056; number 10, H, carries 0.043

(2)
A cluster of 3 separate species, C4H15NO2 in total in a non-equilibrium geometry, computed with ωB97M-V/def2-TZVPD.

```
! RIJCOSX wB97M-V def2-TZVPD def2/J DEFGRID3
* xyz 0 1
C 0.2668 -1.7454 1.0959
C -0.5098 -0.7499 0.2487
C -0.1755 -0.8783 -1.2571
C 0.0959 -2.3241 -1.7331
N -0.2442 0.6342 0.7630
H 0.4834 -1.3280 2.0982
H 1.2218 -2.0576 0.6631
H -0.2475 -2.6537 1.4170
H -1.5800 -0.9362 0.3640
H 0.8320 -0.4723 -1.4439
H -0.9533 -0.3765 -1.8111
H -0.7224 -2.9117 -1.2667
H 0.8829 -2.8133 -1.1603
H -0.0393 -2.4474 -2.8007
H -0.7228 0.8572 1.6219
H 0.7553 0.5954 0.9044
H 0.2984 4.7434 1.1289
H 0.5495 3.6390 2.1285
O 0.5287 4.6131 2.0389
H 0.4455 2.0567 -0.8244
H -0.9285 2.0457 -0.8408
O -0.2368 2.5095 -1.3344
*
```

Properties
electronic energy = -366.59626 Eh
HOMO-LUMO gap = 0.3912 Eh
structure (SMILES) = CC[C@@H](C)N.O.O
LUMO = 0.60 eV

Just the Löwdin charges please, in e? Sure, here they are: number 1, C, carries -0.090; number 2, C, carries -0.425; number 3, C, carries -0.222; number 4, C, carries -0.108; number 5, N, carries 0.008; number 6, H, carries 0.079; number 7, H, carries 0.073; number 8, H, carries 0.079; number 9, H, carries 0.135; number 10, H, carries 0.111; number 11, H, carries 0.102; number 12, H, carries 0.075; number 13, H, carries 0.059; number 14, H, carries 0.074; number 15, H, carries 0.080; number 16, H, carries 0.074; number 17, H, carries 0.015; number 18, H, carries 0.033; number 19, O, carries -0.058; number 20, H, carries -0.006; number 21, H, carries 0.007; number 22, O, carries -0.095

(3)
A structure of composition C22H42CrNP3S in a non-equilibrium geometry, computed with ωB97M-V/def2-TZVPD.

```
! RIJCOSX wB97M-V def2-TZVPD def2/J DEFGRID3
* xyz 3 4
Cr -1.3980 0.8596 0.9428
P -1.8448 -1.3034 0.0468
P 3.5802 -1.9838 -0.7806
P -3.2996 1.9875 0.6236
H 0.1450 2.0507 -0.8243
C -0.6664 2.4215 -0.1812
C -0.3272 2.6066 1.2225
H 0.7053 2.4301 1.5701
C -1.9688 -1.6447 -1.7425
C -0.6564 -2.5083 0.7128
C -3.4263 -1.8120 0.7865
C 5.2988 -2.4342 -1.0482
C 3.0117 -2.6662 0.7698
C 2.5217 -2.5042 -2.1301
C -3.4983 3.7700 0.6788
C -4.4600 1.3793 1.8635
C -3.9534 1.5122 -0.9825
H -1.3650 3.1370 -0.6418
H -0.8602 3.3664 1.8079
H -2.3996 -2.6444 -1.9076
H -0.9692 -1.6110 -2.2064
H -2.6139 -0.8955 -2.2266
H -1.0818 -3.5210 0.6598
H -0.4164 -2.2811 1.7609
H 0.2748 -2.4792 0.1303
H -3.5905 -2.8767 0.5825
H -4.2557 -1.2400 0.3564
H -3.3935 -1.6529 1.8728
H 5.6110 -3.2522 -0.3773
H 5.9182 -1.5486 -0.8392
H 5.4694 -2.7353 -2.0949
H 2.4686 -3.6011 0.5618
H 2.3380 -1.9499 1.2607
H 3.8607 -2.8750 1.4387
H 3.1309 -2.8717 -2.9680
H 1.8966 -1.6709 -2.4755
H 1.8830 -3.3322 -1.7959
H -4.4395 3.9742 1.2048
H -3.5789 4.2056 -0.3247
H -2.6861 4.2718 1.2042
H -5.3416 2.0229 1.7669
H -4.0266 1.4679 2.8703
H -4.7318 0.3313 1.6843
H -4.6730 2.2910 -1.2483
H -4.4611 0.5477 -0.9271
H -3.1689 1.4754 -1.7451
C 2.8111 1.4876 -2.0139
C 1.7234 0.9879 -2.7663
C 1.6437 1.3218 -4.1214
C 2.6587 2.0458 -4.7522
C 3.7295 2.5387 -3.9896
C 3.8223 2.2342 -2.6476
S 3.2064 1.1425 -0.3759
H 3.2472 -0.3954 -0.5817
H 0.9612 0.3808 -2.2761
H 0.7749 1.0161 -4.7039
H 2.6230 2.2565 -5.8132
H 4.4794 3.1777 -4.4439
H 4.6784 2.5468 -2.0337
C 0.2593 -1.4104 4.6113
C -1.1025 -1.1116 4.4475
C -1.4775 -0.2135 3.4630
N -0.5287 0.3424 2.6617
C 0.7970 0.1317 2.8512
C 1.2178 -0.7640 3.8212
H 0.5586 -2.1533 5.3471
H -1.8982 -1.5930 5.0131
H -2.5192 0.0951 3.2715
H 1.4924 0.6931 2.2135
H 2.2810 -0.9708 3.9067
*
```

Properties
electronic energy = -3383.89980 Eh
HOMO-LUMO gap (spin up / spin down) = 0.2476 / 0.2285 Eh
⟨S²⟩ = 3.857
LUMO (spin up / spin down) = -9.43 / -10.46 eV

Just the Löwdin charges please, in e? Sure, here they are: number 1, Cr, carries 0.408; number 2, P, carries 0.779; number 3, P, carries 0.882; number 4, P, carries 0.760; number 5, H, carries 0.048; number 6, C, carries -0.204; number 7, C, carries -0.181; number 8, H, carries 0.059; number 9, C, carries -0.212; number 10, C, carries -0.223; number 11, C, carries -0.231; number 12, C, carries -0.187; number 13, C, carries -0.220; number 14, C, carries -0.197; number 15, C, carries -0.188; number 16, C, carries -0.206; number 17, C, carries -0.204; number 18, H, carries 0.068; number 19, H, carries 0.075; number 20, H, carries 0.077; number 21, H, carries 0.045; number 22, H, carries 0.048; number 23, H, carries 0.081; number 24, H, carries 0.037; number 25, H, carries 0.023; number 26, H, carries 0.077; number 27, H, carries 0.039; number 28, H, carries 0.050; number 29, H, carries 0.078; number 30, H, carries 0.072; number 31, H, carries 0.074; number 32, H, carries 0.071; number 33, H, carries 0.022; number 34, H, carries 0.078; number 35, H, carries 0.077; number 36, H, carries 0.026; number 37, H, carries 0.061; number 38, H, carries 0.078; number 39, H, carries 0.083; number 40, H, carries 0.059; number 41, H, carries 0.077; number 42, H, carries 0.062; number 43, H, carries 0.042; number 44, H, carries 0.078; number 45, H, carries 0.052; number 46, H, carries 0.061; number 47, C, carries -0.650; number 48, C, carries -0.127; number 49, C, carries -0.050; number 50, C, carries -0.012; number 51, C, carries -0.029; number 52, C, carries -0.104; number 53, S, carries 0.837; number 54, H, carries -0.194; number 55, H, carries 0.081; number 56, H, carries 0.119; number 57, H, carries 0.127; number 58, H, carries 0.129; number 59, H, carries 0.113; number 60, C, carries 0.012; number 61, C, carries 0.001; number 62, C, carries -0.106; number 63, N, carries -0.097; number 64, C, carries -0.091; number 65, C, carries -0.015; number 66, H, carries 0.137; number 67, H, carries 0.136; number 68, H, carries 0.104; number 69, H, carries 0.096; number 70, H, carries 0.129

(4)
A cluster of 2 separate species, BrH2O2PS in total in a non-equilibrium geometry, computed with ωB97M-V/def2-TZVPD.

```
! RIJCOSX wB97M-V def2-TZVPD def2/J DEFGRID3
* xyz 0 1
O 1.3146 -0.4018 0.5585
O 1.2202 0.7750 -1.6372
P 1.8084 0.9204 -0.3228
S 3.0394 2.2195 0.4462
Br -4.0936 0.9248 -0.2940
H 1.7420 -0.8282 1.3993
H -3.3332 1.8559 0.3085
*
```

Properties
electronic energy = -3465.26818 Eh
HOMO-LUMO gap = 0.3595 Eh
structure (SMILES) = O=P(O)=S.Br
LUMO = -0.57 eV

Just the Löwdin charges please, in e? Sure, here they are: number 1, O, carries -0.278; number 2, O, carries -0.329; number 3, P, carries 0.211; number 4, S, carries 0.257; number 5, Br, carries 0.364; number 6, H, carries 0.139; number 7, H, carries -0.364

(5)
A structure of composition C28H39Cl2MgN3O2Sb, computed with ωB97M-V/def2-TZVPD.

```
! RIJCOSX wB97M-V def2-TZVPD def2/J DEFGRID3
* xyz -1 1
Mg 0.6675 0.3838 0.9177
O 2.0234 -3.4319 -0.0241
C 1.7823 -2.2285 0.1326
N 0.7734 -1.6384 0.7390
C -0.1760 -2.4725 1.4160
C -0.9135 -1.6712 2.4662
C -1.7881 -2.3032 3.3456
C -2.4427 -1.5563 4.3035
C -2.2063 -0.1907 4.3744
C -1.3290 0.3611 3.4638
N -0.7059 -0.3544 2.5268
C 2.8153 -1.2202 -0.3891
C 4.0375 -1.6655 -0.8717
C 4.9776 -0.7247 -1.2517
C 4.6696 0.6255 -1.1622
C 3.4154 0.9827 -0.6929
N 2.5153 0.0802 -0.3148
H -0.9212 -2.8922 0.7254
H 0.3104 -3.3293 1.9009
H -1.9453 -3.3700 3.2566
H -3.1352 -2.0296 4.9876
H -2.6956 0.4357 5.1057
H -1.1103 1.4210 3.4657
H 4.2067 -2.7318 -0.9148
H 5.9477 -1.0385 -1.6179
H 5.3740 1.3938 -1.4478
H 3.1111 2.0195 -0.6148
Cl 2.5826 0.7310 2.9980
C 1.6160 2.0585 2.0920
H 2.4024 2.7181 1.7142
H 1.1286 2.6049 2.9047
C -2.4618 2.6632 1.0280
C -1.6336 2.6086 -0.2332
O -0.4226 1.8414 -0.0553
H -3.3629 3.2532 0.8497
H -1.9084 3.1266 1.8488
H -2.7736 1.6585 1.3072
H -1.3390 3.6033 -0.5827
H -2.1810 2.1013 -1.0254
H 0.1437 2.3445 0.5613
Cl -7.9998 1.4483 1.3175
C -6.4332 0.8676 0.7616
C -5.6437 0.0716 1.5868
C -4.4225 -0.3886 1.1586
C -3.8880 -0.0945 -0.1447
C -2.6429 -0.5215 -0.5506
C -4.7416 0.7411 -0.9441
C -5.9637 1.1956 -0.5047
H -5.9934 -0.1849 2.5811
H -3.8289 -1.0001 1.8311
H -2.0259 -1.0798 0.1372
H -2.2190 -0.2079 -1.4949
H -4.4125 1.0181 -1.9408
H -6.5684 1.8203 -1.1530
C 0.0355 -0.0560 -6.3516
C -0.5662 0.4538 -5.0493
Sb 0.3909 -0.1012 -3.1940
C -0.3650 -2.1037 -2.9690
C -0.8674 -2.8327 -4.2056
C 2.3414 -0.5609 -4.0100
C 2.5860 -1.9669 -4.5383
H -0.5428 0.2759 -7.2190
H 0.0657 -1.1452 -6.3794
H 1.0579 0.2971 -6.4946
H -1.6027 0.1191 -4.9539
H -0.6034 1.5451 -5.0451
H -1.1645 -2.0068 -2.2332
H 0.4308 -2.6697 -2.4767
H -1.6094 -2.2466 -4.7511
H -1.3497 -3.7736 -3.9292
H -0.0611 -3.0713 -4.9017
H 3.0411 -0.3437 -3.2062
H 2.5347 0.1882 -4.7828
H 2.3542 -2.7215 -3.7845
H 3.6315 -2.1102 -4.8279
H 1.9741 -2.1861 -5.4149
*
```

Properties
electronic energy = -2765.89418 Eh
HOMO-LUMO gap = 0.1691 Eh
LUMO = 2.29 eV

Just the Löwdin charges please, in e? Sure, here they are: number 1, Mg, carries 0.479; number 2, O, carries 0.000; number 3, C, carries -0.525; number 4, N, carries -0.017; number 5, C, carries -0.170; number 6, C, carries -0.249; number 7, C, carries -0.024; number 8, C, carries -0.069; number 9, C, carries -0.055; number 10, C, carries -0.117; number 11, N, carries 0.082; number 12, C, carries -0.184; number 13, C, carries -0.001; number 14, C, carries -0.064; number 15, C, carries -0.062; number 16, C, carries -0.131; number 17, N, carries 0.050; number 18, H, carries 0.129; number 19, H, carries 0.130; number 20, H, carries 0.119; number 21, H, carries 0.107; number 22, H, carries 0.103; number 23, H, carries 0.104; number 24, H, carries 0.117; number 25, H, carries 0.106; number 26, H, carries 0.101; number 27, H, carries 0.115; number 28, Cl, carries 0.361; number 29, C, carries -0.591; number 30, H, carries -0.039; number 31, H, carries -0.036; number 32, C, carries -0.067; number 33, C, carries -0.256; number 34, O, carries -0.202; number 35, H, carries 0.086; number 36, H, carries 0.071; number 37, H, carries 0.053; number 38, H, carries 0.115; number 39, H, carries 0.091; number 40, H, carries 0.019; number 41, Cl, carries 0.530; number 42, C, carries -0.723; number 43, C, carries -0.159; number 44, C, carries -0.091; number 45, C, carries -0.385; number 46, C, carries -0.068; number 47, C, carries -0.097; number 48, C, carries -0.166; number 49, H, carries 0.089; number 50, H, carries 0.081; number 51, H, carries 0.006; number 52, H, carries -0.003; number 53, H, carries 0.092; number 54, H, carries 0.089; number 55, C, carries -0.203; number 56, C, carries -0.468; number 57, Sb, carries 1.426; number 58, C, carries -0.436; number 59, C, carries -0.186; number 60, C, carries -0.447; number 61, C, carries -0.187; number 62, H, carries 0.061; number 63, H, carries 0.044; number 64, H, carries 0.051; number 65, H, carries 0.037; number 66, H, carries 0.027; number 67, H, carries 0.011; number 68, H, carries 0.036; number 69, H, carries 0.055; number 70, H, carries 0.066; number 71, H, carries 0.044; number 72, H, carries -0.005; number 73, H, carries 0.034; number 74, H, carries 0.059; number 75, H, carries 0.063; number 76, H, carries 0.044

Copy entry 1 word for word.
A cluster of 2 separate species, C3H4O2S in total in a non-equilibrium geometry, computed with ωB97M-V/def2-TZVPD.

```
! RIJCOSX wB97M-V def2-TZVPD def2/J DEFGRID3
* xyz 0 1
C 1.8401 -2.8812 0.0091
C 1.1973 -1.8872 0.2016
C -0.9423 1.0463 0.1422
O -2.3825 -1.0021 1.1574
O -2.0872 -0.9559 -1.3047
S -1.5549 -0.7353 0.0135
H 2.5934 -3.6206 -0.0698
H -1.3955 1.6343 -0.6453
H -1.2065 1.4155 1.1263
H 0.1350 1.0208 0.0210
*
```

Properties
electronic energy = -665.12891 Eh
HOMO-LUMO gap (spin up / spin down) = 0.2596 / 0.3067 Eh
LUMO (spin up / spin down) = -2.94 / -2.45 eV

Just the Löwdin charges please, in e? Sure, here they are: number 1, C, carries -0.094; number 2, C, carries -0.037; number 3, C, carries -0.118; number 4, O, carries -0.333; number 5, O, carries -0.334; number 6, S, carries 0.762; number 7, H, carries -0.001; number 8, H, carries 0.056; number 9, H, carries 0.056; number 10, H, carries 0.043